# 1
The following is a quantum chemistry calculation of a structure of composition C36H38N5NiOPSSi in a non-equilibrium geometry, from OMol25.

```
84
C36H38N5NiOPSSi (ωB97M-V with the def2-TZVPD basis set)
Ni -0.093 -0.271 -0.011
C 3.989 1.316 0.520
C 2.623 0.943 0.032
N 1.705 0.568 0.845
N 1.920 0.657 2.164
C 0.947 0.443 3.074
N 1.325 0.586 4.372
S -0.617 -0.014 2.695
C 2.194 1.098 -1.351
C 3.011 1.657 -2.337
C 2.455 2.086 -3.525
C 1.088 1.953 -3.710
C 0.365 1.295 -2.728
N 0.897 0.837 -1.607
H 4.340 0.554 1.218
H 3.972 2.290 1.020
H 4.708 1.371 -0.291
H 2.848 0.872 2.506
H 2.103 1.193 4.591
H 0.553 0.628 5.015
H 4.069 1.783 -2.157
H 3.068 2.551 -4.285
H 0.596 2.331 -4.595
H -0.698 1.126 -2.854
O -0.304 2.425 0.450
C -0.973 1.411 0.379
C -2.457 1.433 0.518
C -3.111 2.583 0.962
C -4.470 2.543 1.218
C -5.180 1.358 1.050
C -4.535 0.223 0.583
C -3.178 0.268 0.284
P -2.156 -1.078 -0.408
C -3.006 -2.522 0.341
C -3.869 -3.371 -0.347
C -4.507 -4.410 0.315
C -4.271 -4.629 1.664
C -3.398 -3.798 2.351
C -2.774 -2.749 1.696
C -2.673 -1.069 -2.166
C -1.663 -1.147 -3.121
C -1.968 -1.147 -4.474
C -3.290 -1.082 -4.884
C -4.304 -0.988 -3.939
C -3.998 -0.966 -2.587
H -2.533 3.483 1.126
H -4.982 3.431 1.569
H -6.237 1.326 1.278
H -5.082 -0.705 0.464
H -4.036 -3.238 -1.407
H -5.188 -5.055 -0.226
H -4.766 -5.441 2.179
H -3.201 -3.968 3.402
H -2.104 -2.098 2.244
H -0.635 -1.222 -2.786
H -1.173 -1.205 -5.208
H -3.540 -1.110 -5.937
H -5.338 -0.932 -4.255
H -4.793 -0.858 -1.860
C -0.610 -3.964 -2.172
Si 1.036 -3.423 -1.413
C 1.711 -4.973 -0.553
C 2.196 -3.054 -2.888
N 0.937 -2.145 -0.261
C 1.936 -2.265 0.709
C 1.621 -2.589 2.040
C 2.605 -2.725 3.006
C 3.947 -2.560 2.682
C 4.285 -2.276 1.363
C 3.305 -2.131 0.395
H -0.604 -5.049 -2.306
H -0.798 -3.513 -3.145
H -1.445 -3.724 -1.520
H 1.973 -5.753 -1.272
H 0.962 -5.384 0.129
H 2.603 -4.750 0.036
H 3.213 -3.392 -2.673
H 2.237 -1.986 -3.123
H 1.850 -3.586 -3.779
H 0.581 -2.758 2.287
H 2.326 -2.968 4.026
H 4.720 -2.677 3.432
H 5.329 -2.171 1.082
H 3.578 -1.902 -0.630
```

Energy above the lowest of the compared OMol25 structures with the same formula, charge and spin in eV: 0.000
LUMO level (spin up / spin down) in eV: -0.32 / -0.33

---

# 2
The following is a quantum chemistry calculation of a structure of composition C36H38N6O4Os in a non-equilibrium geometry, from OMol25.

```
85
C36H38N6O4Os (ωB97M-V with the def2-TZVPD basis set)
Os 0.225 0.244 -0.767
C -2.473 2.772 4.648
C -1.503 2.228 3.647
C -0.319 1.712 3.993
C 0.658 1.192 3.072
C 1.705 0.424 3.488
N 2.636 -0.098 2.650
C 3.191 -1.416 2.859
C 4.248 -1.726 1.797
C 3.631 -2.078 0.445
N 3.039 -3.401 0.454
C 2.621 -4.062 -0.658
C 2.190 -3.519 -1.874
C 2.269 -4.314 -3.044
C 2.071 -3.784 -4.304
C 2.191 -4.624 -5.540
C 1.818 -2.427 -4.428
C 1.576 -1.612 -3.306
C 1.388 -0.214 -3.524
N 0.987 0.694 -2.687
C 1.190 2.080 -3.096
C 0.005 2.732 -3.842
C -0.581 3.922 -3.053
N -1.307 3.313 -1.987
C -0.747 3.082 -0.873
C -1.037 1.636 1.241
C -1.952 2.354 2.217
C 0.402 1.318 1.625
O 1.391 1.556 0.768
C 1.627 -2.189 -2.004
O 1.188 -1.619 -0.939
H -2.098 2.632 5.657
H -3.445 2.285 4.549
H -2.613 3.840 4.481
H -0.063 1.647 5.043
H 1.823 0.172 4.535
H 2.514 0.201 1.683
H 2.410 -2.190 2.822
H 3.638 -1.444 3.859
H 4.887 -2.546 2.132
H 4.876 -0.843 1.676
H 4.398 -2.035 -0.340
H 2.861 -1.342 0.188
H 3.348 -3.993 1.210
H 2.715 -5.141 -0.597
H 2.543 -5.355 -2.947
H 2.251 -5.678 -5.295
H 3.083 -4.348 -6.099
H 1.336 -4.472 -6.193
H 1.763 -1.983 -5.411
H 1.717 0.113 -4.515
H 2.092 2.136 -3.719
H 1.397 2.650 -2.186
H -0.801 2.002 -3.965
H 0.322 3.062 -4.832
H -1.282 4.484 -3.675
H 0.217 4.598 -2.709
H 0.162 3.543 -0.468
H -2.990 2.008 2.113
C -4.877 1.540 -0.766
N -3.629 2.176 -0.376
C -3.671 3.537 -0.079
C -2.919 4.249 0.782
C -1.958 3.840 1.804
O -1.255 4.666 2.362
N -1.279 2.068 -0.130
C -2.494 1.482 -0.603
O -2.469 0.365 -1.093
H -5.709 2.058 -0.293
H -4.848 0.505 -0.430
H -5.009 1.544 -1.848
H -4.432 4.053 -0.651
H -3.047 5.325 0.755
C -0.617 0.187 1.133
C -1.190 -0.961 1.813
C -2.434 -0.931 2.456
C -3.052 -2.096 2.868
C -2.451 -3.326 2.666
C -1.201 -3.374 2.066
C -0.578 -2.215 1.654
H -2.937 0.006 2.623
H -4.030 -2.043 3.323
H -2.947 -4.237 2.965
H -0.729 -4.328 1.882
H 0.373 -2.267 1.142
```

Energy above the lowest of the compared OMol25 structures with the same formula, charge and spin in eV: 1.129
LUMO level (spin up / spin down) in eV: -1.27 / -1.27

---

# 3
The following is a quantum chemistry calculation of a structure of composition C36H39AuO7S, from OMol25.

```
84
C36H39AuO7S (ωB97M-V with the def2-TZVPD basis set)
Au 1.218 0.471 -0.877
C -3.928 0.462 3.233
C -2.418 0.615 3.070
C -1.756 1.122 4.337
O -1.868 -0.644 2.674
C -1.652 -0.664 1.270
C -2.076 0.768 0.826
O -2.105 1.503 2.033
C -1.278 1.613 -0.182
O 0.078 1.637 0.206
C -1.793 3.056 -0.072
C -0.955 4.080 0.340
C -1.430 5.383 0.400
C -2.741 5.671 0.057
C -3.580 4.644 -0.353
C -3.106 3.347 -0.420
C -1.475 1.194 -1.637
C -2.343 0.189 -2.042
C -2.483 -0.121 -3.388
C -1.765 0.573 -4.345
C -0.912 1.595 -3.952
C -0.776 1.908 -2.612
C -0.275 -1.327 0.873
O -0.024 -0.997 -0.470
C -0.536 -2.843 0.892
C -0.502 -3.590 -0.275
C -0.738 -4.958 -0.241
C -1.011 -5.591 0.960
C -1.062 -4.843 2.128
C -0.828 -3.480 2.096
C 0.971 -1.097 1.735
C 2.189 -1.462 1.156
C 3.392 -1.318 1.822
C 3.407 -0.820 3.117
C 2.204 -0.515 3.727
C 1.000 -0.664 3.052
H -4.151 -0.244 4.031
H -4.373 0.088 2.310
H -4.376 1.426 3.471
H -1.824 0.372 5.125
H -2.265 2.024 4.671
H -0.716 1.367 4.144
H -2.386 -1.358 0.840
H -3.104 0.701 0.445
H 0.066 3.852 0.614
H -0.768 6.176 0.722
H -3.108 6.687 0.104
H -4.604 4.856 -0.630
H -3.764 2.558 -0.767
H -2.893 -0.392 -1.316
H -3.148 -0.921 -3.683
H -1.869 0.321 -5.392
H -0.360 2.160 -4.693
H -0.147 2.737 -2.312
H -0.311 -3.087 -1.212
H -0.715 -5.529 -1.161
H -1.190 -6.657 0.988
H -1.282 -5.326 3.071
H -0.871 -2.905 3.009
H 2.177 -1.918 0.174
H 4.315 -1.608 1.336
H 4.341 -0.690 3.645
H 2.192 -0.157 4.748
H 0.084 -0.446 3.564
C 2.814 -3.511 -1.668
C 3.446 -2.312 -2.345
S 2.313 -0.922 -2.588
O 1.223 -1.388 -3.443
C 3.384 0.177 -3.518
C 4.667 0.537 -2.789
H 3.487 -4.363 -1.763
H 1.873 -3.767 -2.148
H 2.627 -3.348 -0.610
H 3.721 -2.549 -3.376
H 4.314 -1.931 -1.809
H 2.759 1.049 -3.704
H 3.561 -0.343 -4.461
H 4.498 0.667 -1.720
H 5.040 1.487 -3.167
H 5.437 -0.216 -2.939
O 2.409 3.091 0.468
C 2.707 2.970 -0.691
O 2.440 1.958 -1.472
H 3.284 3.735 -1.246
```

Energy above the lowest of the compared OMol25 structures with the same formula, charge and spin in eV: 0.821
LUMO level in eV: -1.02

---

# 4
The following is a quantum chemistry calculation of a structure of composition C36H39BN12PtSSb in a non-equilibrium geometry, from OMol25.

```
91
C36H39BN12PtSSb (ωB97M-V with the def2-TZVPD basis set)
Pt 0.779 -0.830 0.181
C -0.807 -4.900 0.076
C -0.945 -3.547 -0.202
N -0.006 -2.859 0.446
N 0.743 -3.735 1.151
C 0.278 -4.978 0.932
B 1.884 -3.210 2.064
N 1.313 -2.007 2.870
C 1.183 -1.878 4.202
C 0.585 -0.663 4.475
C 0.365 -0.086 3.229
N 0.812 -0.905 2.284
N 3.015 -2.685 1.143
C 4.263 -3.159 0.990
C 4.957 -2.300 0.160
C 4.042 -1.304 -0.164
N 2.877 -1.551 0.433
N 2.467 -4.221 3.025
C 3.489 -3.967 3.900
C 3.766 -5.123 4.572
C 2.852 -6.063 4.049
N 2.086 -5.509 3.134
H -1.416 -5.708 -0.285
H -1.703 -3.055 -0.790
H 0.730 -5.822 1.418
H 1.507 -2.643 4.885
H 0.342 -0.256 5.440
H -0.092 0.858 2.986
H 4.585 -4.071 1.461
H 5.982 -2.380 -0.154
H 4.205 -0.408 -0.741
H 3.943 -2.992 3.981
H 4.507 -5.287 5.335
H 2.733 -7.101 4.310
C -0.502 -0.489 -2.602
N 0.811 -0.915 -2.015
C 1.868 0.005 -2.547
N 1.894 -0.016 -3.989
C 0.591 0.395 -4.510
N -0.467 -0.510 -4.043
C -0.157 -1.871 -4.501
N 1.139 -2.294 -3.974
C 1.111 -2.292 -2.534
C 2.177 -1.380 -4.452
H -0.712 0.520 -2.261
H -1.285 -1.158 -2.239
H 2.836 -0.321 -2.167
H 1.660 1.016 -2.193
H 0.619 0.378 -5.600
H 0.371 1.411 -4.176
H -0.130 -1.888 -5.589
H -0.934 -2.554 -4.152
H 2.081 -2.610 -2.147
H 0.343 -2.979 -2.182
H 2.197 -1.394 -5.541
H 3.149 -1.700 -4.074
S -0.208 1.351 0.034
Sb -1.923 2.974 0.207
C -3.810 2.071 0.605
C -3.973 1.371 1.793
C -5.209 0.812 2.074
C -6.259 0.957 1.176
C -6.080 1.659 -0.008
C -4.848 2.224 -0.304
C -1.816 3.790 -1.750
C -1.282 5.057 -1.935
C -1.129 5.539 -3.228
C -1.491 4.752 -4.312
C -2.015 3.480 -4.114
C -2.184 2.992 -2.828
C -1.162 4.259 1.729
C -0.013 3.873 2.405
C 0.478 4.686 3.416
C -0.172 5.872 3.731
C -1.311 6.253 3.036
C -1.821 5.444 2.031
H -3.153 1.262 2.493
H -5.355 0.269 2.998
H -7.224 0.524 1.402
H -6.901 1.775 -0.702
H -4.710 2.781 -1.223
H -0.988 5.664 -1.087
H -0.724 6.530 -3.385
H -1.366 5.131 -5.317
H -2.298 2.867 -4.960
H -2.601 2.002 -2.674
H 0.505 2.960 2.140
H 1.369 4.391 3.953
H 0.214 6.503 4.520
H -1.808 7.183 3.276
H -2.716 5.740 1.498
```

2S+1: 2
Net charge: +2
<S²>: 0.7573
Energy above the lowest of the compared OMol25 structures with the same formula, charge and spin in eV: 1.786
LUMO level (spin up / spin down) in eV: -6.89 / -7.56

---

# 5
The following is a quantum chemistry calculation of a cluster of 17 separate species, C36H39Cl48FN3O9P2 in total in a non-equilibrium geometry, from OMol25.

```
138
C36H39Cl48FN3O9P2 (ωB97M-V with the def2-TZVPD basis set)
C -0.496 1.699 6.077
C -0.994 2.463 4.861
O -0.594 1.848 3.624
C -1.281 2.443 2.556
C -1.400 1.515 1.385
C -1.075 1.960 0.119
F -0.648 3.206 -0.038
C -1.232 1.182 -1.017
C -0.937 1.818 -2.353
O -1.842 2.145 -3.060
O 0.353 2.052 -2.629
C 0.828 1.324 -3.789
C 1.220 -0.126 -3.447
C 2.709 -0.400 -3.524
C 3.044 -1.841 -3.233
O 2.890 -2.168 -1.824
C 4.060 -2.223 -1.154
O 4.808 -1.296 -1.044
C -1.707 -0.121 -0.862
C -1.938 -1.001 -2.036
C -2.998 -0.718 -2.895
C -3.184 -1.544 -3.985
C -2.316 -2.611 -4.164
N -1.315 -2.918 -3.343
C -1.145 -2.108 -2.306
C -1.991 -0.530 0.422
O -2.486 -1.803 0.638
C -1.562 -2.731 0.725
N -0.874 -3.643 0.829
N -1.853 0.244 1.508
P -2.317 -0.457 3.120
P -4.394 -1.115 2.744
O -5.026 -0.382 1.651
O -5.158 -0.864 4.115
O -4.309 -2.687 2.542
H 0.388 2.138 6.524
H -1.272 1.790 6.840
H -0.365 0.633 5.899
H -0.580 3.473 4.880
H -2.087 2.525 4.911
H -0.776 3.352 2.226
H -2.298 2.753 2.836
H 1.689 1.832 -4.193
H 0.075 1.319 -4.576
H 0.713 -0.784 -4.154
H 0.850 -0.335 -2.442
H 3.096 -0.175 -4.519
H 3.267 0.248 -2.843
H 4.066 -2.077 -3.529
H 2.399 -2.537 -3.771
H 4.276 -3.212 -0.724
H -3.642 0.137 -2.739
H -3.972 -1.362 -4.705
H -2.449 -3.247 -5.032
H -0.319 -2.335 -1.638
H -2.532 0.650 3.945
H -4.892 -1.514 4.798
H -3.508 -3.075 2.928
C 2.703 -6.648 -0.050
Cl 1.072 -5.969 0.023
Cl 3.849 -5.355 -0.433
Cl 3.163 -7.439 1.454
H 2.732 -7.392 -0.835
C -4.375 0.009 -8.346
Cl -3.845 -0.515 -6.733
Cl -3.188 1.105 -9.053
Cl -4.651 -1.382 -9.385
H -5.306 0.542 -8.232
C 4.883 1.503 0.902
Cl 3.158 1.910 0.840
Cl 5.865 2.923 0.544
Cl 5.306 0.836 2.476
H 5.081 0.751 0.149
C -8.351 1.396 -7.341
Cl -7.267 2.734 -7.733
Cl -9.453 1.068 -8.671
Cl -7.419 -0.049 -6.926
H -8.936 1.681 -6.477
C 9.855 2.587 1.573
Cl 10.233 1.914 3.159
Cl 11.056 3.795 1.112
Cl 9.745 1.312 0.359
H 8.893 3.077 1.635
C 1.073 -5.347 4.734
Cl -0.434 -5.387 5.654
Cl 0.779 -5.419 2.998
Cl 2.020 -3.905 5.117
H 1.659 -6.213 5.010
C 2.839 1.936 9.260
Cl 1.310 2.724 8.850
Cl 3.407 0.959 7.910
Cl 4.050 3.108 9.758
H 2.646 1.272 10.093
C 1.314 0.541 -7.720
Cl 2.297 1.428 -6.540
Cl 2.330 -0.165 -8.967
Cl 0.337 -0.700 -6.930
H 0.640 1.249 -8.185
C -3.180 -6.195 -0.432
Cl -4.415 -5.023 0.055
Cl -2.921 -7.388 0.838
Cl -3.621 -6.971 -1.950
H -2.251 -5.659 -0.584
C 14.552 3.010 2.734
Cl 14.480 1.621 1.652
Cl 14.666 2.492 4.416
Cl 15.896 4.070 2.311
H 13.632 3.569 2.618
C 8.184 6.791 1.975
Cl 7.553 5.303 1.261
Cl 7.308 7.195 3.450
Cl 9.911 6.646 2.287
H 8.028 7.587 1.259
C -11.243 2.214 -4.055
Cl -11.493 0.749 -5.010
Cl -10.777 1.816 -2.406
Cl -10.027 3.237 -4.824
H -12.176 2.762 -4.023
C -13.734 -2.198 -4.979
Cl -14.879 -1.038 -4.305
Cl -13.227 -3.363 -3.756
Cl -14.419 -3.016 -6.381
H -12.858 -1.654 -5.303
C 5.601 -2.605 9.197
Cl 4.689 -1.293 9.943
Cl 5.764 -3.970 10.297
Cl 4.814 -3.090 7.692
H 6.592 -2.241 8.960
C -7.450 -2.809 6.014
Cl -8.078 -4.359 5.482
Cl -8.312 -2.213 7.422
Cl -5.707 -2.940 6.370
H -7.567 -2.094 5.210
C 5.950 7.965 -1.767
Cl 7.561 8.114 -1.052
Cl 6.037 8.117 -3.518
Cl 5.197 6.439 -1.304
H 5.339 8.773 -1.387
```

Net charge: +1
LUMO level in eV: -4.45